1.
Here is a cluster of 2 separate species, C10H13INO3 in total from the Open Molecules 2025 dataset. Energies are from ωB97M-V with the def2-TZVPD basis set.

Each line ends with the Mulliken charge.
Element x y z (Å)
I  -0.051642  1.239639  3.335566  -0.76
O  2.079797  -0.626962  -1.535963  -0.67
O  -0.277992  3.092980  -1.461974  -0.44
O  -2.316722  -0.441832  -0.854100  -0.79
N  -1.618569  0.594394  -1.021355  0.67
C  -2.224810  1.654139  -1.757522  -0.65
C  0.311536  -2.079865  1.877739  -0.62
C  -0.217684  -0.897951  1.156077  -0.92
C  0.381134  2.029830  -0.698474  -0.37
C  2.349911  -1.900545  0.509012  -0.77
C  -0.351458  0.747366  -0.689884  0.20
C  1.679654  -0.906803  -0.420016  0.71
C  1.256866  -2.834967  0.912884  -0.76
C  0.391187  -0.453863  0.062730  0.20
C  -1.698890  2.977448  -1.242044  -0.49
H  -1.242340  -0.547109  1.175507  0.64
H  0.859405  -1.802120  2.721146  0.32
H  2.888565  -1.508324  1.335328  0.42
H  1.533339  -3.797436  1.543570  0.30
H  -0.451719  -2.748462  2.281508  0.27
H  1.408499  1.911738  -1.016933  0.34
H  3.210962  -2.435696  0.065193  0.30
H  0.670596  -3.216649  0.081435  0.37
H  -2.148375  3.752130  -1.879898  0.32
H  -3.362343  1.365189  -1.839811  0.33
H  -1.825296  2.964972  -0.152622  0.38
H  0.635025  2.313948  0.362082  0.19
H  -1.868632  1.554810  -2.849181  0.26

Cartesian forces, eV/Å:
0.0 0.3 0.2
0.5 0.1 0.0
0.0 -1.4 0.7
-0.6 -1.2 0.1
2.6 0.2 0.3
-1.3 -0.2 -3.0
-0.6 -0.9 -1.3
-1.1 -0.5 -0.5
0.2 1.4 0.3
1.3 -1.3 -1.3
0.4 -3.0 1.4
0.0 0.0 -0.2
-0.8 -2.4 3.0
-1.1 3.1 -1.7
0.3 -0.1 -0.4
0.1 -0.3 1.0
1.0 0.8 1.4
-0.3 1.1 1.2
0.3 1.8 -1.4
-0.3 0.2 -0.3
0.0 -0.2 -1.1
-0.7 0.2 -0.8
0.1 0.1 -0.3
0.0 0.2 1.0
2.1 1.2 0.8
-0.6 0.8 -0.1
-1.2 0.1 -0.4
-0.4 0.1 1.4

Its total charge is -1. The HOMO energy is -3.8874 eV. For the energy relative to the best compared isomer or geometry (same formula, charge and spin), the calculation gives 0.0 kcal per mole. The calculation puts the total energy at -26312.7417 eV. The LUMO energy comes out at 3.23 eV.

---

2.
Here is a structure of composition C27H37BO2S2 from the Open Molecules 2025 dataset. Energies are from ωB97M-V with the def2-TZVPD basis set.

Each line ends with the Mulliken charge.
Element x y z (Å)
S  1.981452  -2.604045  -1.789533  -0.22
S  -0.984248  -3.117130  -2.728074  -0.27
O  0.920294  2.418275  1.789069  -0.66
O  0.797310  0.284237  2.694560  -0.56
C  -1.180676  -1.188602  0.162029  0.99
C  -1.110125  2.467468  -0.977051  -1.75
C  2.620378  0.872263  4.141417  -1.97
C  -2.834961  0.704448  -1.039713  -1.13
C  1.587948  1.247473  -1.001106  -2.08
C  -2.418426  -2.635742  -3.529955  0.86
C  -3.352903  -0.554145  -0.724091  0.64
C  3.509278  -1.883376  -2.095305  0.74
C  0.897884  2.615493  3.252490  1.58
C  -0.359275  -2.187135  0.917356  -1.31
C  -4.768624  -0.912465  -1.058421  -1.52
C  1.155250  1.159069  3.823001  1.42
C  0.296971  0.723749  4.988976  -1.82
C  -1.040480  -0.763663  -3.813842  -0.68
C  -3.603822  -3.516855  -3.614425  -1.36
C  1.950375  3.658710  3.550421  -1.77
C  -0.618106  0.031160  -0.302798  1.40
C  2.068638  -0.599796  -3.425131  -0.30
C  -0.482667  3.170798  3.588699  -1.96
C  0.832218  0.214055  -0.232181  0.30
C  -2.305596  -1.353150  -4.056103  -0.75
C  -0.205785  -1.592078  -3.075950  -0.47
C  4.759682  -2.393508  -1.493907  -1.33
C  -2.516306  -1.482116  -0.106993  -0.84
C  -1.509561  1.040882  -0.770625  0.94
C  1.142516  -1.373868  -2.727702  1.21
C  3.404703  -0.869257  -3.039928  -0.90
B  0.789739  1.088507  1.609608  1.03
H  5.564842  -1.679372  -1.673394  0.37
H  3.290131  1.152981  3.316365  0.32
H  -3.491825  1.451628  -1.486730  0.34
H  -1.287165  2.458079  3.356966  0.31
H  1.497734  2.256836  -0.574468  0.64
H  -0.724383  0.229403  -4.142608  0.36
H  -5.213453  -1.524193  -0.264090  0.35
H  -0.772590  0.817937  4.771200  0.33
H  -2.912983  -2.456194  0.186028  0.35
H  -4.273107  -3.156519  -4.400624  0.36
H  1.276966  1.285033  -2.055190  0.14
H  -1.015740  -2.963783  1.332503  0.50
H  -0.518461  2.859667  -0.141649  0.01
H  1.973134  3.871805  4.627810  0.37
H  1.758532  0.130100  -4.169832  0.45
H  -4.146585  -3.526778  -2.660963  0.25
H  5.036499  -3.356297  -1.940382  0.29
H  1.694873  4.591810  3.026454  0.43
H  1.414171  -0.682034  0.001698  0.56
H  -5.371728  -0.007456  -1.185301  0.41
H  -3.291903  -4.540988  -3.845487  0.39
H  4.278867  -0.346933  -3.419889  0.40
H  0.182526  -1.719527  1.747310  -0.17
H  2.658103  1.005667  -0.979623  0.19
H  -2.014745  3.087961  -1.055227  0.54
H  -0.549710  2.613506  -1.912681  0.23
H  4.636954  -2.535435  -0.414118  0.31
H  -4.828179  -1.487722  -1.993304  0.14
H  -0.535879  3.437157  4.653090  0.39
H  0.537461  1.326333  5.874886  0.40
H  -0.654227  4.087201  3.005099  0.47
H  2.743670  -0.202050  4.333792  0.46
H  2.926253  1.411755  5.047968  0.41
H  2.946466  3.340694  3.225330  0.34
H  0.370390  -2.690812  0.265909  0.11
H  -3.119693  -0.881140  -4.600051  0.39
H  0.511711  -0.327977  5.228415  0.42

Cartesian forces, eV/Å:
0.1 1.0 -0.1
0.1 0.7 -0.4
0.0 -0.1 0.7
0.1 0.7 0.7
-0.2 0.4 -0.6
0.0 0.6 -0.4
0.2 0.1 0.0
0.0 -0.4 0.5
0.5 0.7 -0.8
0.1 1.6 -0.7
0.3 0.0 -0.2
-0.2 0.9 -1.4
-0.4 0.0 -0.3
0.1 -0.5 0.0
-0.3 0.0 -0.1
0.1 -0.3 -0.3
-0.2 0.2 0.4
0.6 -0.5 0.7
-0.2 -0.4 0.1
0.2 0.2 0.3
-1.4 -0.2 -0.3
-0.7 -0.5 0.8
-0.2 0.1 0.1
0.4 2.1 5.2
-0.1 -1.1 0.4
-2.2 0.1 -0.8
0.2 -0.3 0.3
0.0 0.5 0.2
0.0 -0.9 -0.1
2.5 -0.8 -1.1
0.1 -0.6 0.9
0.7 -2.3 -3.8
0.0 -0.1 0.1
-0.2 -0.1 0.2
0.1 -0.1 0.2
0.3 0.2 0.0
0.0 -0.3 -0.3
-0.2 -0.3 0.1
0.0 0.1 -0.2
0.3 0.0 0.1
0.1 0.2 0.0
0.0 -0.1 0.1
0.2 0.1 0.3
0.2 0.2 -0.1
-0.1 -0.1 -0.2
0.1 0.0 -0.2
0.2 -0.2 0.2
0.0 -0.1 -0.2
0.1 0.1 0.2
0.1 -0.3 0.1
-0.4 0.2 -0.3
0.0 -0.2 0.0
-0.2 0.1 0.0
-0.2 0.0 0.1
-0.1 -0.1 -0.2
-0.2 0.0 -0.1
0.2 -0.2 0.0
0.0 0.0 0.3
0.2 0.0 -0.2
0.0 0.1 0.2
-0.1 -0.1 -0.2
-0.1 -0.1 -0.1
0.1 -0.3 0.1
-0.1 0.3 -0.1
0.0 -0.1 -0.2
-0.2 0.1 0.1
-0.1 0.1 0.3
0.2 -0.1 0.1
0.0 0.3 -0.1

The HOMO energy is -6.7221 eV. For the energy relative to the best compared isomer or geometry (same formula, charge and spin), the calculation gives 31.6 kcal per mole. The calculation puts the total energy at -55042.9440 eV. The LUMO energy comes out at 0.48 eV.

---

3.
Here is a structure of composition C20H13N7OV from the Open Molecules 2025 dataset. Energies are from ωB97M-V with the def2-TZVPD basis set.

Each line ends with the Mulliken charge.
Element x y z (Å)
V  0.767569  0.020768  0.578714  -0.01
O  2.549747  -0.090834  1.266659  -0.17
N  3.841369  -0.190211  1.156188  -0.54
N  2.361391  -0.215108  -1.754819  -0.46
N  -0.024174  0.252192  2.459233  0.01
N  6.831517  -0.452229  -0.472653  -0.41
N  -0.475625  0.152398  -0.905894  0.35
N  -0.621225  -1.999605  2.070395  -1.12
N  -0.270882  -1.603553  0.880137  0.79
C  -0.839439  -1.140890  -1.321225  0.80
C  4.287377  -0.275855  -0.060038  0.55
C  0.107474  1.286273  3.313397  -0.17
C  -0.230835  3.680752  -1.908260  -0.98
C  -0.501556  -0.078593  5.166695  -0.19
C  5.701988  -0.375691  -0.283628  -0.02
C  -0.126452  1.174506  4.657753  -0.77
C  -0.633112  -1.145451  4.318071  -0.65
C  -0.392054  -0.962310  2.948985  0.56
C  -2.119515  2.733617  -3.022116  -0.68
C  -1.623322  -2.859636  -2.812505  -0.81
C  -0.772388  1.335242  -1.584297  0.93
C  -1.861887  1.499264  -2.445878  -0.47
C  -1.198593  -3.436821  -0.519373  -0.71
C  -1.230967  -1.545319  -2.596703  -0.76
C  0.038728  2.446995  -1.339760  -0.35
C  3.326421  -0.260135  -1.128550  0.35
C  -0.773559  -2.135389  -0.314650  0.22
C  -1.312796  3.833043  -2.763422  -0.47
C  -1.633228  -3.798602  -1.784678  -0.49
H  -2.976438  2.835327  -3.676659  0.36
H  0.422769  4.517355  -1.695750  0.37
H  -1.221066  -0.845327  -3.418863  0.67
H  -1.521652  4.789652  -3.222849  0.38
H  0.410092  2.227174  2.871213  0.40
H  -0.691846  -0.203054  6.224686  0.39
H  -0.928088  -2.126560  4.660700  0.49
H  0.931000  2.354598  -0.721339  0.32
H  -0.017225  2.038174  5.296586  0.41
H  -1.158960  -4.144615  0.297759  0.47
H  -1.956375  -4.812333  -1.978754  0.38
H  -1.926167  -3.156044  -3.808833  0.38
H  -2.538013  0.676835  -2.625676  0.62

Cartesian forces, eV/Å:
-0.6 0.0 -0.1
0.7 0.3 0.3
-0.4 0.0 0.0
0.0 0.0 -0.2
0.2 -0.1 0.1
0.0 0.0 0.0
0.2 -0.4 0.0
0.0 0.3 -0.1
-0.1 -0.1 -0.4
0.0 0.5 0.1
0.2 0.0 -0.3
0.0 0.0 -0.1
0.0 0.0 0.0
0.0 0.0 0.0
-0.2 0.0 0.0
0.0 0.0 0.0
0.0 0.0 0.0
-0.2 -0.3 0.1
0.0 0.0 0.0
0.0 0.2 -0.1
0.0 -0.2 -0.2
-0.1 0.1 0.1
0.0 -0.1 -0.2
-0.1 -0.2 -0.1
0.1 0.1 0.0
0.1 0.0 0.3
0.1 0.2 0.5
0.0 0.0 0.0
0.0 0.0 0.2
0.0 0.0 0.0
0.0 0.0 0.0
0.0 0.0 0.0
0.0 0.0 0.0
0.0 0.0 0.0
0.0 0.0 0.0
0.0 0.0 0.0
0.0 -0.1 0.0
0.0 0.0 0.0
0.0 0.0 0.0
0.0 0.0 0.0
0.0 0.0 0.0
0.0 0.0 0.0

The HOMO energy (spin up / spin down) is -7.3772 / -7.6366 eV. For the energy relative to the best compared isomer or geometry (same formula, charge and spin), the calculation gives 0.0 kcal per mole. The calculation puts the total energy at -59114.1407 eV. The expectation value of S² is 3.80. The LUMO energy (spin up / spin down) comes out at -0.54 / -1.56 eV. As for the spin multiplicity: 4.

---

4.
Here is the ion C4H5BrN with charge +1 from the Open Molecules 2025 dataset. Energies are from ωB97M-V with the def2-TZVPD basis set.

Each line ends with the Mulliken charge.
Element x y z (Å)
Br  2.487381  -0.226892  3.542194  0.29
N  0.421532  -0.363378  0.482346  -0.35
C  0.337931  -0.979454  -0.745183  -0.71
C  -0.186804  0.717793  0.849916  0.14
C  1.293856  0.664442  2.671292  0.26
C  0.357367  1.324536  2.073538  -0.22
H  0.160946  2.374880  2.173968  0.36
H  -0.812817  1.419825  0.264861  0.35
H  -0.413474  -0.698195  -1.522582  0.30
H  1.442892  -0.814594  -1.039015  0.29
H  0.189818  -1.995432  -0.755197  0.29

Cartesian forces, eV/Å:
-0.3 0.2 -0.2
-1.8 1.9 2.8
1.5 1.7 -3.0
1.1 -1.0 -1.7
-0.2 0.3 0.4
0.8 -0.5 -0.2
-0.1 0.4 0.9
0.0 -0.9 0.0
0.6 0.9 0.6
-1.7 -0.5 -0.6
0.1 -2.7 1.0

Its total charge is +1. The HOMO energy is -14.4518 eV. For the energy relative to the best compared isomer or geometry (same formula, charge and spin), the calculation gives 41.3 kcal per mole. The calculation puts the total energy at -75749.5405 eV. The LUMO energy comes out at -6.80 eV.